This record from the OMol25 dataset describes one molecule with the formula C3H5N3OS at a distorted geometry. The level of theory is ωB97M-V/def2-TZVPD.

Geometry as XYZ:
```
13
C3H5N3OS | the OMol25 dataset | ωB97M-V/def2-TZVPD
C 1.569 -0.714 -0.503
C 2.959 -0.616 -0.113
C -0.414 0.401 -1.174
N 0.762 0.245 -0.820
N -1.862 1.118 0.654
N -1.529 0.960 -0.747
O 5.268 0.183 0.374
S 3.985 0.644 -0.117
H 0.986 -1.554 -0.213
H 3.467 -1.461 0.101
H -1.434 2.102 0.791
H -1.190 0.388 1.080
H -2.336 0.922 -1.357
```

## Properties
- E_tot: -754.8313 Ha
- HOMO level (spin up / spin down): -7.4 / -7.5 eV
- Spin multiplicity: 1
- Frontier orbital gap (spin up / spin down): 6.8 / 6.8 eV